[1]
{"formula": "C3H9NS2", "method": "ωB97M-V/def2-TZVPD", "species": ["C", "C", "N", "C", "S", "S", "H", "H", "H", "H", "H", "H", "H", "H", "H"], "coordinates": [[-1.11381, -0.92268, 0.24951], [-0.02616, 0.05518, 0.55147], [0.48132, -0.28686, 1.91323], [1.17681, 0.11259, -0.40531], [0.74548, 0.46344, -2.12248], [-0.31848, 2.23001, -2.03631], [-1.00246, -2.04361, 0.32001], [-2.04756, -0.73119, 0.82404], [-1.54237, -0.84048, -0.82061], [-0.47945, 1.07668, 0.76546], [1.06387, 0.41969, 2.07599], [0.93710, -1.19085, 1.73419], [1.99300, 0.78168, 0.02256], [1.69531, -0.90764, -0.49187], [-1.56260, 1.78405, -2.57987]], "forces_ev_per_a": [[-3.1577, -1.1074, -2.4974], [-0.0023, 0.5863, 1.8895], [-3.1571, -3.7821, -2.1411], [0.6561, -0.5259, 0.3978], [0.2822, 0.1976, -0.3321], [-1.3421, -0.4215, -0.7403], [0.9080, 1.1742, 0.3279], [0.8891, 0.1149, 0.1208], [0.9851, 0.2069, 1.2891], [0.4753, -1.0645, -1.1253], [3.6068, 2.9581, 1.5804], [0.3453, 0.6367, 0.9032], [-1.1417, -0.4816, -0.7105], [-0.8926, 1.1418, 0.1557], [1.5455, 0.3666, 0.8822]], "nbo_charge": [-0.65, -0.10, -0.80, -0.56, 0.11, -0.17, 0.22, 0.23, 0.22, 0.21, 0.34, 0.34, 0.22, 0.23, 0.15], "e_above_lowest_kcal_mol": 22.5, "total_charge": 0, "e_lumo_ev": 0.52, "e_homo_ha": -0.3183, "e_tot_ev": -26416.70118, "homo_lumo_gap_ev": 9.18, "smiles": "C[C@@H](N)CSS"}


[2]
{"formula": "C3H9NS2", "method": "ωB97M-V/def2-TZVPD", "species": ["C", "N", "C", "C", "S", "S", "H", "H", "H", "H", "H", "H", "H", "H", "H"], "coordinates": [[-2.17810, 0.57228, -0.07347], [-1.03180, -0.27076, -0.32347], [-0.07803, -0.31506, 0.74325], [1.20883, -1.04328, 0.32053], [1.91196, -0.76291, -1.31312], [3.22404, 0.81853, -1.04927], [-2.74128, 0.79984, -0.98515], [-1.92137, 1.56497, 0.31420], [-2.90356, 0.04322, 0.54583], [-0.61903, -0.21589, -1.23436], [0.27382, 0.69891, 1.06175], [-0.50271, -0.78804, 1.62976], [1.01171, -2.12113, 0.37934], [1.95170, -0.83432, 1.09184], [2.39384, 1.85364, -1.10766]], "forces_ev_per_a": [[-0.3687, 0.0881, -0.8096], [-0.6009, -0.3986, 0.3479], [1.1438, 1.0640, -0.7079], [-0.4649, -0.7838, 1.1456], [0.0639, 0.4681, 0.0207], [0.0818, -0.5761, 0.1292], [0.3018, -0.3009, -0.1649], [0.0446, -0.1077, 0.4644], [0.1242, 0.2525, 0.4466], [0.1243, 0.3930, -0.1772], [-0.4824, -0.1858, -0.0797], [0.0473, -0.1576, 0.0194], [0.1411, 0.0570, -0.3075], [0.2152, -0.0586, -0.2263], [-0.3710, 0.2462, -0.1005]], "nbo_charge": [-0.41, -0.65, -0.21, -0.56, 0.11, -0.13, 0.20, 0.17, 0.19, 0.38, 0.15, 0.19, 0.23, 0.23, 0.12], "e_above_lowest_kcal_mol": 11.6, "total_charge": 0, "e_lumo_ev": 0.50, "e_homo_ha": -0.3178, "e_tot_ev": -26417.17236, "homo_lumo_gap_ev": 9.15, "smiles": "CNCCSS"}


[3]
{"formula": "C3H9NS2", "method": "ωB97M-V/def2-TZVPD", "species": ["N", "C", "C", "C", "S", "S", "H", "H", "H", "H", "H", "H", "H", "H", "H"], "coordinates": [[0.98258, -1.12961, 0.92864], [-0.07459, -0.21299, 0.59014], [-1.47494, -0.84770, 0.74216], [0.26156, 0.24656, -0.84829], [1.70806, 1.14431, -1.37549], [1.35511, 2.91741, -2.05043], [1.12997, -1.32487, 1.86023], [1.08549, -1.93015, 0.37829], [0.03904, 0.79401, 1.12228], [-1.93492, -0.44669, 1.68330], [-2.13843, -0.75012, -0.19558], [-1.46987, -1.96834, 0.78428], [0.29353, -0.70750, -1.49000], [-0.70549, 0.81599, -1.27115], [0.94292, 3.39971, -0.85839]], "forces_ev_per_a": [[0.7484, 2.2958, -0.7459], [1.0969, 0.8261, -0.1044], [-1.3585, -0.2136, -1.0332], [-4.4917, -0.2874, -2.0717], [1.1818, -2.3514, 0.2536], [-0.1883, 1.2979, 0.1735], [0.1348, -0.3986, 2.2915], [-0.2238, -1.2489, -0.9662], [-0.3445, -1.7022, 0.1837], [0.0164, -0.4467, -1.1336], [0.6941, 0.6761, 1.5706], [0.6507, 0.9915, 0.4122], [0.4129, 1.2767, 0.5473], [2.2390, -0.9562, 0.8105], [-0.5684, 0.2409, -0.1880]], "nbo_charge": [-0.86, -0.05, -0.65, -0.63, 0.60, 0.17, 0.39, 0.37, 0.21, 0.25, 0.22, 0.24, 0.29, 0.27, 0.18], "e_above_lowest_kcal_mol": 35.8, "total_charge": 1, "e_lumo_ev": [-4.25, -8.31], "e_homo_ha": [-0.4824, -0.4819], "e_tot_ev": -26407.91843, "homo_lumo_gap_ev": [8.88, 4.80], "multiplicity": 2}


[4]
{"formula": "C3H9O", "method": "ωB97M-V/def2-TZVPD", "species": ["O", "H", "C", "C", "C", "H", "H", "H", "H", "H", "H", "H", "H"], "coordinates": [[3.37724, 0.51188, -0.77621], [3.90597, -0.27397, -0.57492], [-1.89541, -0.40740, 0.29047], [-0.39278, -0.57036, 0.08805], [0.36352, 0.74628, -0.02200], [-2.10150, 0.42166, 0.95953], [-2.40460, -1.28183, 0.70673], [-2.38774, -0.16208, -0.65260], [-0.18880, -1.18250, -0.78630], [0.04715, -1.13020, 0.91635], [-0.11274, 1.45170, -0.71195], [0.39321, 1.24612, 0.94439], [1.39648, 0.63070, -0.38155]], "forces_ev_per_a": [[0.0708, -0.1967, 0.0311], [-0.0939, 0.1759, -0.0595], [-0.1337, 0.0099, -0.1261], [0.2622, -0.0203, 0.1786], [-0.0968, 0.3177, -0.3267], [-0.0008, 0.2049, 0.2499], [0.1539, -0.1084, -0.0842], [-0.0163, 0.0141, -0.0710], [-0.0672, -0.0845, -0.2571], [-0.0748, -0.0432, 0.1259], [-0.2564, -0.1091, -0.0798], [0.0177, 0.0643, 0.2191], [0.2352, -0.2244, 0.1998]], "nbo_charge": [-1.36, 0.39, -0.60, -0.40, -0.65, 0.19, 0.19, 0.19, 0.19, 0.19, 0.17, 0.17, 0.33], "e_above_lowest_kcal_mol": 1.8, "total_charge": -1, "e_lumo_ev": 3.89, "e_homo_ha": -0.0816, "e_tot_ev": -5303.81910, "homo_lumo_gap_ev": 6.11}


[5]
{"formula": "C3H9O", "method": "ωB97M-V/def2-TZVPD", "species": ["O", "H", "C", "C", "C", "H", "H", "H", "H", "H", "H", "H", "H"], "coordinates": [[-0.95151, -1.75299, 2.48688], [-1.51783, -1.10471, 2.91821], [0.81546, 1.25390, -0.90284], [0.49861, 0.24572, 0.13360], [-0.44458, -0.76573, -0.44542], [1.47894, 0.83760, -1.67038], [1.14047, 2.28265, -0.57993], [-0.14063, 1.41864, -1.43673], [-0.17938, 0.79472, 0.94456], [1.38785, -0.14768, 0.63635], [-1.22801, -0.37724, -1.14900], [0.03072, -1.33316, -1.27051], [-0.89010, -1.35172, 0.33521]], "forces_ev_per_a": [[-0.0911, -0.3020, 0.2196], [-0.0478, 0.0974, 0.0536], [-0.0211, 1.4815, -1.1541], [-2.1267, 1.7551, 2.1753], [-0.2010, -0.8622, -2.0842], [0.2063, 0.2514, -0.0396], [0.0491, -0.9044, -0.2291], [0.3921, 0.4365, -0.0494], [1.6800, -1.0942, -1.1945], [-0.4071, -0.2668, 0.0327], [0.2021, 0.6898, 1.1850], [0.4873, -0.5563, 0.7072], [-0.1221, -0.7258, 0.3774]], "nbo_charge": [-1.36, 0.38, -1.36, -0.42, -0.65, 0.15, 0.14, 0.16, 0.17, 0.18, 0.17, 0.16, 0.28], "e_above_lowest_kcal_mol": 14.6, "total_charge": -2, "e_lumo_ev": [7.73, 7.62], "e_homo_ha": [0.1587, 0.0073], "e_tot_ev": -5298.93627, "homo_lumo_gap_ev": [3.41, 7.42], "multiplicity": 2}


[6]
{"formula": "C3H9O2", "method": "ωB97M-V/def2-TZVPD", "species": ["C", "O", "H", "H", "H", "C", "O", "C", "H", "H", "H", "H", "H", "H"], "coordinates": [[2.14625, -2.09182, 0.61378], [2.37501, -2.13974, -0.71806], [1.93129, -1.07914, 1.01675], [1.24310, -2.68805, 0.92520], [2.90837, -2.57236, 1.30750], [-1.15060, 1.15698, 0.42668], [-1.75571, 2.46597, 0.55152], [-1.42130, 0.62037, -0.96219], [-0.05728, 1.22112, 0.42582], [-1.47507, 0.62131, 1.30998], [-1.85303, 2.81208, -0.32919], [-0.73271, 1.09304, -1.66838], [-1.12898, -0.42746, -1.10997], [-2.44041, 0.66092, -1.33573]], "forces_ev_per_a": [[-0.4345, -0.8635, -0.4275], [0.2326, 0.1095, 0.3840], [0.1852, 0.3197, 0.2711], [-0.2902, 0.0538, 0.0586], [0.2226, 0.4436, -0.3026], [0.2919, 0.8813, -0.8271], [0.2429, -0.3159, 0.6296], [0.3233, -1.3859, -0.5314], [-0.0421, 0.1747, 0.6512], [-0.1964, -0.4963, -0.2372], [0.0158, 0.2262, -0.4545], [-0.3005, 0.4412, 0.0040], [0.0429, 0.0146, 0.5593], [-0.2934, 0.3970, 0.2225]], "nbo_charge": [-0.19, -0.98, 0.07, 0.05, 0.06, -0.07, -0.74, -0.67, 0.18, 0.18, 0.46, 0.21, 0.25, 0.19], "e_above_lowest_kcal_mol": 40.0, "total_charge": -1, "e_lumo_ev": 3.39, "e_homo_ha": -0.0660, "e_tot_ev": -7350.39262, "homo_lumo_gap_ev": 5.18}


[7]
{"formula": "C3H9O2P", "method": "ωB97M-V/def2-TZVPD", "species": ["C", "C", "C", "O", "O", "P", "H", "H", "H", "H", "H", "H", "H", "H", "H"], "coordinates": [[1.18571, 0.38448, 0.77245], [1.56829, -0.43128, -1.44853], [0.94725, -0.75808, -0.18352], [-3.13772, 0.16099, 1.80319], [-2.29471, 0.62421, 0.82014], [-2.16253, -0.47377, -0.49323], [0.24393, 1.02793, 0.70048], [1.17130, 0.06998, 1.88991], [2.14802, 0.88846, 0.54586], [2.61484, -0.17490, -1.40576], [0.99447, 0.45462, -1.87792], [1.26045, -1.30882, -2.11112], [0.80779, -1.73230, 0.21934], [-3.79569, 0.78264, 2.11264], [-1.55139, 0.48584, -1.34393]], "forces_ev_per_a": [[-1.7491, -0.5063, 2.2180], [-2.8434, -1.2266, -2.8394], [0.3845, 1.8065, 2.0479], [-0.3269, -3.0298, 1.5831], [0.7159, 1.3854, -1.8458], [0.1721, 0.1205, 0.8523], [1.5718, -0.0526, 0.0392], [0.2072, 0.3890, -1.8026], [-0.8125, 0.0844, 0.1538], [0.4617, -0.2197, -0.0964], [0.9128, -0.7412, 0.3535], [1.2711, 1.2007, 0.0989], [-0.0341, -0.6901, -0.1337], [0.1005, 1.3152, -0.8899], [-0.0317, 0.1643, 0.2611]], "nbo_charge": [-0.70, -0.70, -0.09, -0.46, -0.51, 0.56, 0.24, 0.22, 0.21, 0.22, 0.22, 0.22, 0.19, 0.47, -0.09], "e_above_lowest_kcal_mol": 154.9, "total_charge": 0, "e_lumo_ev": [-0.44, 0.60], "e_homo_ha": [-0.2834, -0.2889], "e_tot_ev": -16634.30091, "homo_lumo_gap_ev": [7.28, 8.46]}


[8]
{"formula": "C3H9O2P", "method": "ωB97M-V/def2-TZVPD", "species": ["C", "C", "C", "O", "O", "P", "H", "H", "H", "H", "H", "H", "H", "H", "H"], "coordinates": [[1.35772, 0.58993, 0.35463], [-0.83768, 1.62858, 0.35473], [0.25420, 1.14769, -0.53721], [0.21530, -2.94119, 0.59383], [-0.94942, -2.28627, -0.02960], [-0.54050, -1.53578, -1.47264], [1.66278, 1.25524, 1.28906], [1.21541, -0.31866, 0.80813], [2.39926, 0.42854, -0.18304], [-0.43850, 2.45121, 0.98844], [-1.41431, 0.77645, 0.83329], [-1.63860, 2.06863, -0.37110], [0.24260, 1.14743, -1.54320], [0.03654, -3.74752, 0.16647], [-1.56478, -0.66426, -1.25177]], "forces_ev_per_a": [[4.1006, 3.0258, -1.1945], [-2.5313, 0.7325, -2.7202], [0.8042, -1.7799, 5.5456], [-0.6015, 1.9262, -0.1907], [0.4036, 0.4046, 0.5843], [1.0004, -0.3131, 0.3205], [-0.9397, -0.7093, -1.9792], [-1.0784, -2.4045, 0.8926], [-2.0312, 0.4238, 0.7070], [-0.6115, -0.8365, 0.0960], [1.0542, 1.0581, 0.1862], [1.0641, -0.2955, 1.4918], [0.2695, 0.3704, -3.0945], [0.2739, -2.3112, -0.4634], [-1.1769, 0.7084, -0.1813]], "nbo_charge": [-0.69, -0.70, -0.09, -0.43, -0.56, 0.59, 0.20, 0.22, 0.21, 0.23, 0.23, 0.21, 0.18, 0.46, -0.09], "e_above_lowest_kcal_mol": 161.5, "total_charge": 0, "e_lumo_ev": [-0.50, 0.46], "e_homo_ha": [-0.2869, -0.2915], "e_tot_ev": -16634.01613, "homo_lumo_gap_ev": [7.30, 8.39]}


Number 2 is which compound?
C3H9NS2


What did the eighth record say?
{"formula": "C3H9O2P", "method": "ωB97M-V/def2-TZVPD", "species": ["C", "C", "C", "O", "O", "P", "H", "H", "H", "H", "H", "H", "H", "H", "H"], "coordinates": [[1.35772, 0.58993, 0.35463], [-0.83768, 1.62858, 0.35473], [0.25420, 1.14769, -0.53721], [0.21530, -2.94119, 0.59383], [-0.94942, -2.28627, -0.02960], [-0.54050, -1.53578, -1.47264], [1.66278, 1.25524, 1.28906], [1.21541, -0.31866, 0.80813], [2.39926, 0.42854, -0.18304], [-0.43850, 2.45121, 0.98844], [-1.41431, 0.77645, 0.83329], [-1.63860, 2.06863, -0.37110], [0.24260, 1.14743, -1.54320], [0.03654, -3.74752, 0.16647], [-1.56478, -0.66426, -1.25177]], "forces_ev_per_a": [[4.1006, 3.0258, -1.1945], [-2.5313, 0.7325, -2.7202], [0.8042, -1.7799, 5.5456], [-0.6015, 1.9262, -0.1907], [0.4036, 0.4046, 0.5843], [1.0004, -0.3131, 0.3205], [-0.9397, -0.7093, -1.9792], [-1.0784, -2.4045, 0.8926], [-2.0312, 0.4238, 0.7070], [-0.6115, -0.8365, 0.0960], [1.0542, 1.0581, 0.1862], [1.0641, -0.2955, 1.4918], [0.2695, 0.3704, -3.0945], [0.2739, -2.3112, -0.4634], [-1.1769, 0.7084, -0.1813]], "nbo_charge": [-0.69, -0.70, -0.09, -0.43, -0.56, 0.59, 0.20, 0.22, 0.21, 0.23, 0.23, 0.21, 0.18, 0.46, -0.09], "e_above_lowest_kcal_mol": 161.5, "total_charge": 0, "e_lumo_ev": [-0.50, 0.46], "e_homo_ha": [-0.2869, -0.2915], "e_tot_ev": -16634.01613, "homo_lumo_gap_ev": [7.30, 8.39]}